one:
This record from OMol25 describes 9 unconnected molecules or ions with the total composition C9H36O9. The level of theory is ωB97M-V with the def2-TZVPD basis set.

- HOMO: -0.3538 Ha
- SMILES string: CO.CO.CO.CO.CO.CO.CO.CO.CO
- Charge: 0
- LUMO level: 0.012 Ha

CARTESIAN COORDINATES (ANGSTROEM)
C 2.14867 3.47314 1.23132
O 2.14465 2.31653 2.01364
H 1.08289 3.62027 1.05649
H 2.53904 4.28722 1.84205
H 2.56116 3.25205 0.24691
H 2.13110 2.49833 2.95618
C -0.49955 -0.28287 -0.13658
O 0.08546 -0.45640 1.17235
H -0.35012 0.73105 -0.50769
H 0.15397 -0.82913 -0.81673
H -1.54505 -0.57023 -0.24824
H 0.83594 0.13056 1.29009
C 2.32188 -2.38929 2.59606
O 2.96956 -1.10270 2.39418
H 3.00041 -3.07536 2.08910
H 2.09834 -2.71486 3.61200
H 1.39670 -2.26589 2.03310
H 2.44694 -0.50885 2.93808
C 0.27324 2.75604 -3.07299
O -0.72730 1.81819 -3.54463
H 0.52397 2.66671 -2.01599
H 1.20028 2.73268 -3.64583
H -0.04742 3.78353 -3.24488
H -1.50653 2.37602 -3.60150
C -4.12598 -2.83730 -2.31135
O -3.20847 -1.74540 -2.12465
H -5.04457 -2.48586 -2.78123
H -3.66424 -3.57325 -2.96959
H -4.26306 -3.14394 -1.27440
H -3.27003 -1.19805 -2.91091
C -3.64064 2.23576 -0.47426
O -4.11207 3.34785 0.32994
H -2.87820 1.66292 0.05361
H -4.55020 1.63590 -0.50529
H -3.37497 2.61253 -1.46196
H -4.89563 3.73386 -0.06833
C -1.75156 1.56197 3.30914
O -1.56827 0.14538 3.48256
H -0.88094 2.01352 2.83350
H -2.48474 1.52333 2.50350
H -1.96240 2.14940 4.20277
H -1.22376 -0.27487 2.69116
C 3.66163 -0.73230 -1.37199
O 3.59969 -1.78885 -0.46254
H 4.16378 -0.80582 -2.33664
H 2.66339 -0.39493 -1.65088
H 4.14493 0.08655 -0.83908
H 3.51818 -1.29344 0.35571
C 1.35332 -4.24624 -0.37823
O 2.50785 -4.39382 -1.22318
H 1.43879 -4.72739 0.59609
H 1.24546 -3.20615 -0.07050
H 0.40532 -4.51005 -0.84706
H 2.95937 -3.59814 -0.93229

Calculated atomic charges, method Mulliken, unit e: -0.57 -0.43 0.22 0.32 0.19 0.28 -0.58 -0.33 0.21 0.20 0.22 0.20 -0.44 -0.59 0.24 0.38 0.09 0.28 -0.49 -0.47 0.04 0.26 0.36 0.29 -0.55 -0.40 0.27 0.24 0.19 0.27 -0.11 -0.55 -0.13 0.30 0.20 0.30 -0.18 -0.59 -0.01 0.11 0.30 0.37 -0.61 -0.46 0.32 0.15 0.31 0.29 -0.09 -0.52 0.26 -0.30 0.31 0.43

two:
This record from OMol25 describes 9 unconnected molecules or ions with the total composition C9H36O9. The level of theory is ωB97M-V with the def2-TZVPD basis set.

- HOMO: -0.3414 Ha
- SMILES string: CC(C)O.CC(C)O.CC(C)O.O.O.O.O.O.O
- Charge: 0
- LUMO level: -0.013 Ha

CARTESIAN COORDINATES (ANGSTROEM)
C -5.35597 -2.06026 -1.61820
C -4.09774 -2.83211 -2.05483
C -2.86011 -2.22521 -1.33738
O -4.32550 -4.18487 -1.68616
H -5.21987 -1.01396 -1.89173
H -5.55931 -2.15643 -0.55166
H -6.24944 -2.44930 -2.10653
H -4.10997 -2.82114 -3.14471
H -2.00447 -2.73993 -1.77446
H -2.84567 -2.33184 -0.25270
H -2.75973 -1.15970 -1.54401
H -3.51528 -4.61392 -1.97088
C 0.98845 2.76947 -1.43125
C -0.33605 2.63797 -2.11702
C -0.87556 1.21243 -2.08357
O -1.19851 3.54827 -1.44718
H 1.76026 2.25128 -2.00036
H 1.06814 2.18801 -0.51274
H 1.35482 3.78027 -1.25189
H -0.21913 2.88918 -3.17121
H -1.94254 1.20584 -2.30629
H -0.71517 0.77470 -1.09829
H -0.23810 0.68077 -2.79003
H -0.96159 4.44658 -1.68906
C 3.46327 2.03319 3.50171
C 2.91521 2.74335 2.20632
C 3.90134 3.76887 1.63508
O 2.71753 1.74625 1.22714
H 2.76249 1.34732 3.97772
H 3.82615 2.77024 4.21808
H 4.27584 1.40317 3.13990
H 1.95212 3.24060 2.32156
H 3.54802 4.11539 0.66390
H 4.89006 3.31847 1.54746
H 3.88932 4.59637 2.34444
H 2.06698 1.13689 1.58359
O 3.53915 -1.63356 0.08874
H 3.83508 -2.47596 0.43372
H 2.58395 -1.69545 0.09111
O 0.98426 -1.56172 -2.88670
H 1.74358 -1.02000 -2.67174
H 0.65245 -1.85712 -2.03884
O -1.01405 -3.29817 1.25497
H -0.35730 -3.97912 1.10933
H -1.84529 -3.77111 1.29512
O 0.46388 0.47466 1.71953
H -0.26830 1.07501 1.57914
H 0.16293 -0.11294 2.41263
O -0.32612 -1.55395 3.46486
H -1.02938 -1.51741 4.11319
H -0.59946 -2.23702 2.85254
O 0.73549 -1.65963 -0.08873
H 0.70606 -0.93790 0.53935
H 0.04256 -2.25493 0.19712

Calculated atomic charges, method Mulliken, unit e: -1.43 0.45 -0.63 -0.56 0.37 0.34 0.36 0.25 0.31 0.14 0.05 0.32 -0.86 0.42 -0.76 -0.58 0.33 -0.05 0.38 0.19 0.35 -0.05 0.32 0.34 -1.27 0.59 -1.35 -0.47 0.31 0.38 0.33 0.26 0.28 0.30 0.41 0.24 -0.59 0.27 0.47 -0.67 0.31 0.36 -0.65 0.25 0.29 -0.61 0.25 0.28 -0.69 0.31 0.38 -0.74 0.32 0.45

three:
This record from OMol25 describes a molecular structure, C9H36O9. The level of theory is ωB97M-V with the def2-TZVPD basis set.

- HOMO: -0.2926 Ha
- Charge: 0
- LUMO level: 0.007 Ha

CARTESIAN COORDINATES (ANGSTROEM)
C 20.48536 -9.33341 -7.81095
O 20.60531 -8.46844 -8.94942
H 20.96774 -10.29444 -7.98935
H 21.03094 -8.84422 -7.00401
H 19.44415 -9.58426 -7.60832
H 20.27948 -7.58729 -8.75187
C 23.11407 -7.30231 -8.35834
C 23.18922 -6.45102 -9.62392
O 24.09531 -7.10859 -10.58493
H 24.00975 -7.31319 -7.73727
H 22.65847 -8.27940 -8.51904
H 22.35743 -6.78772 -7.76606
H 23.61109 -5.44886 -9.54780
H 22.27047 -6.35264 -10.20212
H 25.00447 -6.82222 -10.47088
C 19.14657 -9.03755 -5.11481
C 19.61712 -10.15611 -4.23684
O 20.95112 -9.87898 -3.90237
H 19.17301 -8.04869 -4.65705
H 18.08016 -9.13700 -5.31729
H 19.69902 -8.95655 -6.05094
H 19.49732 -11.06473 -4.82690
H 19.00414 -10.23265 -3.33879
H 21.49048 -10.06346 -4.67480
C 21.12200 -7.07057 -4.95109
C 21.54137 -6.31870 -6.20777
O 22.97366 -6.35421 -6.33868
H 21.68329 -8.00180 -4.87458
H 20.07272 -7.33673 -5.07864
H 21.17809 -6.49540 -4.02690
H 21.14667 -5.30272 -6.19836
H 21.16827 -6.75739 -7.13322
H 23.30498 -5.52614 -5.98351
C 18.28218 -5.78845 -10.17089
C 19.44275 -6.76833 -9.84516
O 19.56772 -6.88888 -8.43738
H 18.52482 -4.75589 -9.91978
H 17.34137 -6.01745 -9.67036
H 18.02425 -5.75291 -11.22933
H 20.36291 -6.30794 -10.20499
H 19.32513 -7.71662 -10.36956
H 19.76832 -6.01410 -8.09660
O 22.36746 -11.65730 -6.93753
H 21.51394 -12.00267 -7.19916
H 22.93946 -11.84132 -7.68264
O 21.95001 -9.88749 -5.57255
H 22.60080 -9.18897 -5.50351
H 22.28868 -10.46419 -6.25735
O 21.82437 -9.48625 -10.74884
H 21.44351 -10.33577 -10.97134
H 21.23588 -9.12572 -10.08558
O 18.22029 -7.08941 -6.84755
H 18.84469 -7.22817 -7.55966
H 17.37646 -6.98050 -7.28608

Calculated atomic charges, method Mulliken, unit e: -0.54 -0.60 0.08 -0.28 0.55 0.17 0.37 -0.62 -0.60 0.52 -0.21 -0.10 0.47 -0.10 0.31 0.76 -0.87 -0.84 0.36 0.51 -0.58 0.20 0.40 0.83 -0.85 1.69 -0.45 0.15 -0.35 0.44 0.61 -1.34 0.26 -1.36 -0.07 -0.67 0.36 0.31 0.41 -0.10 0.43 0.43 -0.60 0.35 0.31 -0.89 0.36 0.27 -0.69 0.28 0.37 -0.67 0.54 0.23

Which of them is most stable, and which least? Most stable: two; least stable: three.

one:
This record from OMol25 describes a molecular structure, C3H7N3. The level of theory is ωB97M-V with the def2-TZVPD basis set.

- HOMO: -0.3138 Ha
- Charge: 0
- LUMO level: 0.032 Ha

CARTESIAN COORDINATES (ANGSTROEM)
N 1.69945 0.67798 -0.28534
C 0.59317 -0.24819 -0.22590
C -0.75731 0.38994 0.18417
N -1.87769 -0.03688 -0.58978
C -0.21298 -0.52888 1.11323
N 0.03651 -1.34588 2.03935
H 2.61152 0.23997 -0.19526
H 1.69465 1.17198 -1.17532
H 0.83290 -1.46038 1.34116
H 0.46248 -0.97360 -1.04509
H -0.59451 1.42802 0.46573
H -1.82917 0.43266 -1.48692
H -2.73933 0.23077 -0.13143

Calculated atomic charges, method Mulliken, unit e: -0.61 -0.58 -0.02 -0.63 0.45 -0.69 0.23 0.21 0.43 0.39 0.32 0.24 0.24

two:
This record from OMol25 describes 3 unconnected molecules or ions with the total composition C3H7N3. The level of theory is ωB97M-V with the def2-TZVPD basis set.

- HOMO: -0.2955 Ha
- Charge: 0
- LUMO level: 0.003 Ha

CARTESIAN COORDINATES (ANGSTROEM)
C 0.89605 0.01917 0.21934
C -1.28423 -0.76822 -0.49877
C -2.06005 -1.66982 -1.08675
H 1.17543 2.46380 2.20135
H 2.98734 1.43215 0.63181
H 1.93021 -0.33864 0.20880
H 0.38841 -1.90648 -0.26533
H -1.59641 0.27030 -0.26441
H -1.73902 -2.64087 -1.34245
H -3.13461 -1.47052 -1.25187
N 1.53728 2.15462 0.80737
N 0.54289 1.22258 0.54352
N 0.01669 -0.99099 -0.16815

Calculated atomic charges, method Mulliken, unit e: -0.01 0.13 -0.86 0.23 0.17 0.19 0.19 0.28 0.28 0.22 -0.58 -0.11 -0.14

three:
This record from OMol25 describes C3H7N3 in the gas phase. The level of theory is ωB97M-V with the def2-TZVPD basis set.

- HOMO (alpha / beta): -0.2977 / -0.2977 Ha
- SMILES string: C=C(N)/N=N/C
- Charge: 0
- LUMO level (alpha / beta): 0.005 / 0.005 Ha

CARTESIAN COORDINATES (ANGSTROEM)
C 1.31138 -0.55695 -0.20473
C 0.80387 0.73379 -0.00850
N 1.55826 1.83450 0.32844
N -0.53591 0.71353 0.00572
N -0.83790 -0.49069 0.45025
C -2.06276 -0.99610 -0.17107
H 0.91133 -1.16281 -1.00781
H 2.31350 -0.83846 0.10959
H 1.14611 2.44484 1.01976
H 2.55041 1.68365 0.42585
H -2.91356 -0.45041 0.24905
H -2.16426 -2.05715 0.06136
H -2.08047 -0.85773 -1.25790

Calculated atomic charges, method Mulliken, unit e: -0.50 0.54 -0.47 -0.47 -0.24 -0.65 0.20 0.28 0.25 0.21 0.26 0.31 0.29

Which of them is most stable, and which least? Most stable: three; least stable: two.

one:
This record from OMol25 describes C3H7N3 in the gas phase. The level of theory is ωB97M-V with the def2-TZVPD basis set.

- HOMO: -0.2677 Ha
- SMILES string: [H]/N=C\N=C(/C)N
- Charge: 0
- LUMO level: 0.006 Ha

CARTESIAN COORDINATES (ANGSTROEM)
H -3.48476 0.41460 0.27305
N -2.78911 -0.21278 0.68133
C -1.57775 -0.00453 0.40390
N -0.87997 -0.46510 -0.62037
C 0.40139 -0.29368 -0.17832
C 1.06993 1.06154 -0.11898
N 1.22327 -1.36285 -0.34706
H -0.68355 0.15395 1.28571
H 0.37868 1.82650 0.22906
H 1.40236 1.31988 -1.12920
H 1.92996 1.04440 0.55474
H 2.22386 -1.25033 -0.41295
H 0.78569 -2.23160 -0.62092

Calculated atomic charges, method Mulliken, unit e: 0.25 -0.60 0.11 -0.54 0.60 -1.12 -0.35 0.08 0.36 0.33 0.36 0.24 0.27

two:
This record from OMol25 describes 2 unconnected molecules or ions with the total composition C3H7N3. The level of theory is ωB97M-V with the def2-TZVPD basis set.

- HOMO: -0.3470 Ha
- SMILES string: [H]/N=C\CN.C#N
- Charge: 0
- LUMO level: 0.037 Ha

CARTESIAN COORDINATES (ANGSTROEM)
H -0.03059 -1.65085 -0.77754
N 0.47219 -1.64178 0.08665
C 0.95106 -0.58268 0.64528
C 1.10647 0.79572 0.26425
N 0.27469 0.98523 -0.88620
H 1.55385 -0.80690 1.54520
H 2.25117 0.96703 -0.00853
H 0.94888 1.38400 1.11867
H -0.56916 0.51751 -0.77667
H 0.07274 1.95891 -1.06671
C -2.40219 -0.65850 -0.08347
N -2.20058 0.08593 0.77081
H -2.42855 -1.35360 -0.83175

Calculated atomic charges, method Mulliken, unit e: 0.26 -0.66 -0.03 -0.20 -0.58 0.34 0.28 0.26 0.07 0.22 0.09 -0.34 0.29

three:
This record from OMol25 describes a molecular structure, C3H7N3. The level of theory is ωB97M-V with the def2-TZVPD basis set.

- HOMO: -0.3195 Ha
- Charge: 0
- LUMO level: 0.027 Ha

CARTESIAN COORDINATES (ANGSTROEM)
C -0.45997 -0.54825 -0.08148
C 0.85498 1.54783 0.66088
C 0.40071 0.74937 -0.53284
N -0.84738 -1.36341 -1.16467
N -0.92482 -2.34085 -0.31210
N -0.35864 -1.91143 0.77763
H -1.40068 -0.00769 0.30430
H 1.95374 1.79825 0.56382
H 0.69488 0.99881 1.49311
H 0.26325 2.48030 0.91503
H 1.31601 0.52362 -1.18133
H -0.15843 1.35145 -1.15604
H -1.33366 -3.27802 -0.28630

Calculated atomic charges, method Mulliken, unit e: 0.15 -1.00 -0.38 -0.63 0.42 -0.55 0.20 0.26 0.36 0.28 0.33 0.34 0.23

Which of them is most stable, and which least? Most stable: two; least stable: three.

one:
This record from OMol25 describes 2 unconnected molecules or ions with the total composition CH3ClOS. The level of theory is ωB97M-V with the def2-TZVPD basis set.

- HOMO: -0.3555 Ha
- SMILES string: C=O.SCl
- Charge: 0
- LUMO level: -0.005 Ha

CARTESIAN COORDINATES (ANGSTROEM)
C 1.09249 0.93173 -0.01210
O 0.61333 1.79689 0.70977
H 1.95035 1.16326 -0.59649
H 0.78097 -0.06801 0.09541
S -1.13738 -1.71245 0.41153
Cl -1.24865 -1.23375 -1.52212
H -2.05111 -0.87768 0.91400

Calculated atomic charges, method Mulliken, unit e: 0.12 -0.41 0.26 0.08 -0.16 -0.10 0.22

two:
This record from OMol25 describes CH3ClOS in the gas phase. The level of theory is ωB97M-V with the def2-TZVPD basis set.

- HOMO: -0.3108 Ha
- Charge: 0
- LUMO level: 0.007 Ha

CARTESIAN COORDINATES (ANGSTROEM)
C -0.09104 0.59723 0.91187
H 0.72447 2.29939 0.73041
H -0.98770 1.15482 1.19208
H -0.42276 -1.30137 -1.32813
O 0.96139 1.36621 0.63058
S -0.06125 -1.01451 0.85082
Cl -0.32229 -0.02551 -1.45432

Calculated atomic charges, method Mulliken, unit e: 0.11 0.36 0.31 0.28 -0.37 -0.41 -0.28

Which of them is most stable, and which least? Most stable: one; least stable: two.